1.
Below is 4 unconnected molecules or ions with the total composition C12H24NO5 in a non-equilibrium geometry, with properties calculated with ωB97M-V with the def2-TZVPD basis set.

The LUMO energy comes out at 0.0916 Eh. The value obtained for the energy above the lowest of the compared OMol25 structures with the same formula, charge and spin is 715.1 kJ/mol. Its total charge is -1. The calculation puts the orbital gap at 6.087 eV.

The geometry in XYZ format:
```
42
C12H24NO5 | OMol25 | ωB97M-V with the def2-TZVPD basis set
O 0.37 -2.37 2.04
C 1.42 -1.83 1.40
O 2.69 -1.75 2.21
C 1.40 -1.23 -0.12
C 0.05 -0.39 -0.52
C -0.47 0.67 0.62
C -2.13 0.87 0.47
N -2.79 -0.51 0.68
C -2.68 -1.18 2.04
C -3.45 -2.62 1.90
C -3.99 -2.71 0.33
C -3.52 -1.31 -0.42
H 1.45 -2.17 -0.85
H 2.40 -0.62 -0.36
H 0.33 0.26 -1.47
H -0.75 -1.17 -0.87
H 0.00 1.74 0.43
H -0.30 0.34 1.73
H -2.53 1.57 1.35
H -2.41 1.33 -0.57
H -2.12 -0.69 2.95
H -3.55 -3.42 2.75
H -4.56 -3.61 -0.18
H -3.68 -0.98 -1.54
C -6.55 0.10 -2.31
O -6.00 -1.20 -2.44
H -5.76 0.80 -2.03
H -6.99 0.41 -3.26
H -7.32 0.09 -1.53
H -6.72 -1.79 -2.69
C 3.90 2.44 1.08
O 3.41 1.22 0.56
H 3.34 3.27 0.63
H 3.76 2.46 2.17
H 4.96 2.54 0.84
H 3.92 0.51 0.98
C 7.40 1.73 -1.35
O 7.21 2.39 -0.11
H 6.58 1.99 -2.02
H 8.34 2.05 -1.80
H 7.41 0.65 -1.20
H 7.95 2.13 0.46
```

Charges in e, computed with Löwdin, in the same order as the atoms: -0.178 -0.451 -0.336 -0.150 -0.202 -0.175 -0.181 -0.191 -0.048 -0.079 -0.089 -0.061 0.114 0.092 0.109 0.098 0.112 0.106 0.119 0.115 0.116 0.064 0.059 0.093 -0.169 -0.151 0.075 0.070 0.077 0.084 -0.167 -0.154 0.073 0.076 0.049 0.072 -0.164 -0.140 0.083 0.069 0.079 0.084

---

2.
Below is a molecular structure, C12H24O10SeSn in a non-equilibrium geometry, with properties calculated with ωB97M-V with the def2-TZVPD basis set.

The LUMO energy comes out at -0.2529 Eh. Its total charge is +2. The calculation puts the orbital gap at 9.614 eV.

The geometry in XYZ format:
```
48
C12H24O10SeSn | OMol25 | ωB97M-V with the def2-TZVPD basis set
Sn -0.43 0.42 0.30
C -1.71 -2.84 -1.03
C -0.80 -3.19 0.15
O 0.24 -2.28 0.16
C 1.51 -2.71 0.70
C 2.50 -1.59 0.41
O 1.97 -0.39 0.96
C 2.89 0.48 1.61
C 2.06 1.44 2.46
O 1.05 2.08 1.70
C 1.48 3.30 1.09
C 0.35 3.80 0.19
O 0.07 2.77 -0.76
C -0.69 3.18 -1.89
C -0.77 2.02 -2.88
O -1.27 0.88 -2.18
C -1.88 -0.14 -2.97
C -2.78 -0.94 -2.03
O -2.03 -1.47 -0.93
H -2.63 -3.44 -0.98
H -1.18 -3.07 -1.97
H -0.44 -4.23 0.06
H -2.24 -3.70 1.50
H 1.83 -3.64 0.20
H 1.43 -2.87 1.78
H 2.64 -1.47 -0.67
H 3.46 -1.83 0.87
H 3.50 1.01 0.87
H 3.54 -0.10 2.27
H 2.71 2.18 2.95
H 1.53 0.86 3.23
H 2.38 3.14 0.50
H 1.67 4.05 1.88
H 0.67 4.71 -0.33
H -0.54 4.01 0.80
H -0.20 4.04 -2.38
H -1.70 3.47 -1.58
H 0.23 1.80 -3.28
H -1.44 2.29 -3.69
H -1.10 -0.78 -3.42
H -2.49 0.29 -3.77
H -3.29 -1.74 -2.57
H -3.52 -0.27 -1.58
O -2.44 -2.39 3.86
Se -1.29 -1.69 3.16
O -1.53 -0.36 2.37
O -1.51 -3.06 1.39
O 0.18 -2.01 3.45
```

Charges in e, computed with Löwdin, in the same order as the atoms: 1.857 -0.098 -0.321 -0.164 -0.106 -0.132 -0.277 -0.133 -0.144 -0.264 -0.145 -0.145 -0.282 -0.148 -0.145 -0.287 -0.139 -0.138 -0.238 0.155 0.157 0.187 0.156 0.154 0.122 0.145 0.150 0.143 0.150 0.150 0.140 0.143 0.154 0.149 0.148 0.149 0.147 0.145 0.146 0.143 0.147 0.147 0.147 -0.269 1.025 -0.501 -0.071 -0.309

---

3.
Below is 4 unconnected molecules or ions with the total composition C12H24O14S2 in a non-equilibrium geometry, with properties calculated with ωB97M-V with the def2-TZVPD basis set.

The LUMO energy comes out at 0.0141 Eh. The value obtained for the energy above the lowest of the compared OMol25 structures with the same formula, charge and spin is 260.1 kJ/mol. The calculation puts the orbital gap at 11.035 eV. The structure (SMILES) is O=S1(=O)OCCO1.O=S1(=O)OCCO1.CCOC(=O)OC.CCOC(=O)OC.

The geometry in XYZ format:
```
52
C12H24O14S2 | OMol25 | ωB97M-V with the def2-TZVPD basis set
O 0.66 5.73 -0.15
S 2.01 5.29 -0.05
O 3.07 6.31 -0.17
O 2.30 4.35 1.29
C 1.62 3.12 1.11
C 1.86 2.81 -0.40
O 2.29 3.99 -0.99
H 2.04 2.38 1.77
H 0.58 3.09 1.44
H 0.92 2.48 -0.83
H 2.69 2.13 -0.55
O 4.45 -5.01 -0.97
S 4.24 -4.59 -2.44
O 3.35 -3.46 -2.59
O 5.71 -4.43 -3.09
C 5.80 -4.93 -4.41
C 4.94 -6.19 -4.28
O 3.82 -5.86 -3.47
H 5.30 -4.15 -4.99
H 6.80 -5.05 -4.81
H 5.44 -7.01 -3.77
H 4.54 -6.69 -5.16
C -1.63 0.79 0.73
C -1.44 -0.77 0.60
O -0.12 -1.32 1.00
C 0.90 -1.29 0.11
O 1.04 -0.34 -0.65
O 1.79 -2.28 0.46
C 3.22 -1.97 0.19
H -1.68 1.08 1.78
H -2.60 1.06 0.31
H -0.83 1.33 0.24
H -1.48 -1.03 -0.46
H -2.19 -1.41 1.07
H 3.55 -1.11 0.77
H 3.17 -1.73 -0.87
H 3.67 -2.94 0.39
C -5.87 4.21 1.69
C -4.74 3.31 1.20
O -5.07 1.93 1.15
C -5.07 1.20 2.34
O -4.70 1.71 3.41
O -5.44 -0.06 1.98
C -5.50 -1.10 2.94
H -6.05 3.98 2.74
H -6.84 4.08 1.20
H -5.65 5.27 1.69
H -3.78 3.45 1.71
H -4.52 3.58 0.17
H -5.92 -0.62 3.83
H -4.50 -1.42 3.22
H -6.14 -1.91 2.57
```

Charges in e, computed with Löwdin, in the same order as the atoms: -0.220 0.713 -0.249 -0.192 -0.186 -0.195 -0.195 0.131 0.116 0.116 0.133 -0.296 0.784 -0.241 -0.210 -0.154 -0.196 -0.196 0.130 0.142 0.130 0.137 -0.032 -0.141 0.002 -0.542 0.091 -0.028 0.007 0.074 0.069 0.047 0.114 0.114 0.096 0.070 0.082 -0.064 -0.233 -0.020 -0.487 0.091 -0.028 -0.035 0.069 0.080 0.078 0.121 0.119 0.094 0.094 0.099

---

4.
Below is a single C12H24O9S molecule in a non-equilibrium geometry, with properties calculated with ωB97M-V with the def2-TZVPD basis set.

The LUMO energy comes out at 0.0096 Eh. The value obtained for the energy above the lowest of the compared OMol25 structures with the same formula, charge and spin is 0.0 kJ/mol. The calculation puts the orbital gap at 9.137 eV.

The geometry in XYZ format:
```
46
C12H24O9S | OMol25 | ωB97M-V with the def2-TZVPD basis set
O -3.12 -0.46 2.42
O 2.99 0.33 -2.02
O -1.54 -1.79 0.86
O -1.14 3.46 0.52
O 2.04 -3.25 -0.30
O -1.03 1.13 -3.31
O 1.78 -2.29 2.35
O -2.25 1.54 -1.09
O -0.17 3.16 -1.71
S -2.03 0.36 2.95
C -0.60 -0.68 2.73
C -2.11 1.86 1.96
C 1.75 -0.94 -0.27
C 0.69 -0.33 -2.54
C 1.98 -0.65 -1.78
C -0.71 -2.03 2.01
C -0.97 2.18 0.91
C 1.00 -2.30 -0.04
C 0.25 1.13 -2.71
C 0.65 -2.53 1.49
C -1.01 1.33 -0.39
C 0.18 1.84 -1.32
H 3.87 -0.02 -1.89
H -2.41 -1.49 1.08
H -0.40 3.77 -0.02
H 2.79 -3.17 0.36
H -1.73 1.02 -2.65
H 1.87 -3.03 2.89
H -2.59 2.43 -0.72
H -0.58 3.13 -2.65
H -0.07 -0.89 3.62
H 0.08 -0.06 2.13
H -3.00 1.75 1.37
H -2.18 2.70 2.67
H 1.26 -0.10 0.13
H 2.64 -0.84 0.30
H 0.78 -0.83 -3.55
H -0.21 -0.84 -2.21
H 2.36 -1.58 -2.34
H -1.25 -2.82 2.51
H 0.10 2.08 1.39
H 0.10 -2.50 -0.61
H 1.01 1.69 -3.19
H 0.58 -3.63 1.51
H -0.78 0.28 -0.07
H 1.12 1.88 -0.78
```

Charges in e, computed with Löwdin, in the same order as the atoms: -0.520 -0.024 -0.069 -0.022 -0.059 -0.018 -0.001 -0.038 -0.068 0.964 -0.266 -0.222 -0.071 -0.081 -0.344 -0.292 -0.410 -0.247 -0.308 -0.247 -0.231 -0.240 0.091 0.042 0.102 0.126 0.067 0.070 0.162 0.159 0.079 0.082 0.084 0.102 0.069 0.114 0.140 0.118 0.161 0.150 0.180 0.148 0.139 0.150 0.130 0.150

---

5.
Below is 4 unconnected molecules or ions with the total composition C12H25Br2N3O2 in a non-equilibrium geometry, with properties calculated with ωB97M-V with the def2-TZVPD basis set.

The LUMO energy comes out at 0.0200 Eh. The value obtained for the energy above the lowest of the compared OMol25 structures with the same formula, charge and spin is 0.0 kJ/mol. The calculation puts the orbital gap at 10.155 eV. The structure (SMILES) is CN(C)C=O.CN(C)C=O.BrCCBr.CCCC#N.

The geometry in XYZ format:
```
44
C12H25Br2N3O2 | OMol25 | ωB97M-V with the def2-TZVPD basis set
C -12.45 9.87 -22.93
N -12.93 8.52 -22.64
C -14.34 8.24 -22.81
C -12.11 7.63 -22.05
O -12.42 6.52 -21.65
H -11.39 9.99 -23.11
H -12.76 10.59 -22.17
H -13.02 10.20 -23.80
H -14.84 9.06 -23.33
H -14.42 7.38 -23.47
H -14.96 8.07 -21.92
H -11.11 8.07 -21.87
C -12.99 -0.50 -18.52
N -12.92 0.93 -18.28
C -14.18 1.65 -18.35
C -11.76 1.57 -18.07
O -11.55 2.78 -18.13
H -13.18 -0.73 -19.57
H -13.81 -0.92 -17.95
H -12.11 -1.05 -18.19
H -13.98 2.70 -18.52
H -14.71 1.31 -19.24
H -14.78 1.54 -17.45
H -10.99 0.82 -17.84
Br -16.13 7.01 -17.63
C -14.82 6.51 -18.99
C -14.97 5.15 -19.62
Br -16.30 5.11 -21.09
H -13.93 6.40 -18.37
H -14.55 7.25 -19.73
H -15.28 4.39 -18.91
H -13.99 4.79 -19.95
C -13.45 2.55 -21.91
C -12.04 2.73 -21.36
C -11.04 2.69 -22.51
C -10.87 1.35 -23.13
N -10.71 0.30 -23.56
H -13.78 3.29 -22.64
H -14.22 2.63 -21.14
H -13.48 1.52 -22.28
H -11.82 1.80 -20.84
H -11.89 3.55 -20.66
H -10.07 3.01 -22.12
H -11.30 3.39 -23.30
```

Charges in e, computed with Löwdin, in the same order as the atoms: -0.057 -0.185 -0.050 -0.344 0.009 0.086 0.089 0.081 0.086 0.095 0.067 0.135 -0.056 -0.191 -0.041 -0.346 -0.003 0.090 0.088 0.087 0.058 0.090 0.099 0.133 0.608 -0.702 -0.669 0.598 0.054 0.043 0.034 0.046 -0.103 -0.255 -0.188 -0.225 0.132 0.073 0.031 0.078 0.092 0.097 0.118 0.116